Entry 1:
66
Properties=species:S:1:pos:R:3 method="wB97M-V/def2-TZVPD" charge=+1 e_lumo_ev="-3.41 / -3.83" homo_ev="-12.409 / -12.413" multiplicity=4
Co 35.592 29.876 5.918
O 35.799 29.384 4.003
H 34.975 29.629 3.537
C 38.567 25.832 3.083
C 37.845 27.152 2.838
O 36.548 27.021 3.255
H 38.587 25.574 4.142
H 39.530 25.848 2.573
H 38.152 25.016 2.491
H 37.942 27.328 1.767
H 38.371 27.891 3.443
H 36.209 27.895 3.462
C 37.165 26.733 8.049
C 37.213 26.646 6.579
O 36.435 27.588 5.971
H 36.154 26.402 8.283
H 37.341 27.758 8.375
H 37.936 26.131 8.531
H 36.841 25.764 6.057
H 38.247 26.604 6.236
H 36.479 27.277 5.063
C 32.153 28.478 4.356
C 33.113 28.128 5.495
O 33.468 29.349 6.093
H 31.198 28.926 4.631
H 31.733 27.558 3.950
H 32.648 29.195 3.700
H 34.000 27.567 5.202
H 32.681 27.466 6.245
H 32.665 29.518 6.592
C 33.740 27.928 1.237
C 34.882 28.741 0.770
O 34.447 29.320 -0.494
H 33.752 27.581 2.270
H 33.827 27.016 0.647
H 32.784 28.429 1.088
H 35.821 28.187 0.762
H 34.893 29.558 1.492
H 35.088 29.995 -0.731
C 39.884 29.683 5.577
C 38.913 30.823 5.982
O 37.593 30.738 5.461
H 39.355 28.731 5.538
H 40.626 29.589 6.369
H 40.481 29.789 4.671
H 39.408 31.741 5.666
H 38.763 30.873 7.060
H 37.756 30.814 4.518
C 34.140 33.619 6.594
C 35.229 32.568 6.455
O 34.767 31.714 5.444
H 34.515 34.379 7.280
H 33.359 33.102 7.152
H 33.741 34.105 5.704
H 35.355 32.123 7.442
H 36.162 32.972 6.064
H 34.470 32.242 4.700
C 38.316 32.550 2.261
C 37.346 31.417 1.875
O 37.746 30.219 2.465
H 37.950 33.546 2.012
H 39.173 32.530 1.589
H 38.770 32.471 3.249
H 37.352 31.315 0.790
H 36.312 31.658 2.120
H 37.007 30.007 3.040

---

Entry 2:
83
Properties=species:S:1:pos:R:3 method="wB97M-V/def2-TZVPD" e_lumo_ev=0.42 homo_ev=-9.052 smiles="[H]/N=C(/N)NCCCCC(=O)OC.NC(N)=O.NC(N)=O.NC(N)=O.NC(N)=O.NC(N)=O.NC(N)=O.NC(N)=O"
H 1.947 -1.469 5.170
N 2.390 -1.594 4.247
C 2.248 -2.841 3.851
N 2.821 -3.190 2.543
N 1.535 -3.811 4.706
C 0.076 -3.879 4.390
C -0.290 -4.837 3.144
C -1.597 -4.273 2.407
C -1.552 -4.399 0.815
C -0.288 -3.724 0.128
O 0.387 -4.421 -0.676
O 0.180 -2.413 0.361
C -0.898 -1.445 0.450
H 2.079 -3.168 1.828
H 3.168 -4.165 2.529
H 1.914 -4.763 4.565
H -0.353 -2.831 4.308
H -0.426 -4.361 5.309
H -0.547 -5.875 3.573
H 0.595 -5.012 2.441
H -1.727 -3.173 2.692
H -2.494 -4.889 2.777
H -1.487 -5.535 0.580
H -2.519 -4.048 0.298
H -1.719 -1.731 1.181
H -1.349 -1.161 -0.559
H -0.426 -0.478 0.862
N -0.120 -4.017 -3.953
C 0.242 -4.097 -5.261
N 1.234 -4.989 -5.514
O -0.281 -3.423 -6.134
H 0.307 -4.568 -3.227
H -0.851 -3.368 -3.715
H 1.536 -5.085 -6.469
H 1.669 -5.547 -4.802
N 0.893 3.147 -0.222
C 0.925 1.787 -0.252
N 1.242 1.263 -1.459
O 0.687 1.098 0.729
H 1.088 3.721 -1.023
H 0.663 3.585 0.655
H 1.278 0.260 -1.533
H 1.439 1.824 -2.268
N -3.867 -7.487 -1.937
C -2.770 -6.691 -2.036
N -2.490 -6.266 -3.291
O -2.085 -6.379 -1.074
H -4.432 -7.745 -2.725
H -4.111 -7.825 -1.023
H -1.683 -5.672 -3.406
H -3.039 -6.511 -4.094
N 5.961 3.068 1.512
C 4.676 3.481 1.373
N 3.753 2.500 1.499
O 4.374 4.649 1.152
H 6.216 2.114 1.693
H 6.682 3.763 1.427
H 2.786 2.760 1.403
H 3.988 1.541 1.680
N -4.085 3.625 -1.031
C -2.776 3.278 -1.109
N -1.989 3.845 -0.159
O -2.339 2.518 -1.963
H -4.449 4.249 -0.332
H -4.708 3.230 -1.714
H -1.005 3.616 -0.176
H -2.339 4.469 0.546
N -5.464 8.026 0.197
C -5.113 7.116 1.140
N -4.448 7.636 2.203
O -5.374 5.926 1.040
H -5.254 9.005 0.271
H -5.960 7.688 -0.610
H -4.167 6.999 2.929
H -4.229 8.611 2.293
N 5.112 5.950 -2.652
C 4.330 6.970 -2.211
N 4.067 6.938 -0.881
O 3.900 7.842 -2.952
H 5.469 5.230 -2.050
H 5.336 5.930 -3.632
H 3.492 7.672 -0.506
H 4.418 6.223 -0.267

---

Entry 3:
80
Properties=species:S:1:pos:R:3 method="wB97M-V/def2-TZVPD" charge=+1 e_lumo_ev="-2.20 / -9.74" homo_ev="-12.948 / -12.947" multiplicity=2
C -17.237 2.836 -6.917
O -16.371 3.439 -5.929
H -16.634 2.892 -7.824
H -17.436 1.787 -6.700
H -18.178 3.370 -7.045
H -15.504 3.029 -5.976
C -17.756 5.542 -3.879
O -16.947 5.831 -4.971
H -18.743 5.165 -4.146
H -17.239 4.826 -3.240
H -17.946 6.417 -3.258
H -16.732 4.971 -5.340
C -17.409 -3.176 -7.381
O -17.249 -2.341 -8.482
P -17.434 -0.747 -8.227
O -17.093 0.134 -9.395
O -18.995 -0.662 -7.737
C -19.902 0.386 -8.069
O -16.645 -0.442 -6.836
C -15.254 -0.487 -6.797
H -17.278 -2.618 -6.455
H -16.874 -4.124 -7.324
H -18.464 -3.449 -7.340
H -20.719 -0.170 -8.529
H -19.393 1.023 -8.793
H -20.227 0.976 -7.212
H -14.951 -1.296 -6.132
H -14.848 0.361 -6.245
H -14.710 -0.571 -7.738
C -9.807 3.669 -6.672
O -10.942 2.884 -6.644
P -12.423 3.498 -6.306
O -13.529 2.511 -6.139
O -12.164 4.332 -4.944
C -13.245 4.935 -4.381
O -12.672 4.676 -7.426
C -13.270 4.415 -8.673
H -9.296 3.594 -7.632
H -9.143 3.329 -5.878
H -9.907 4.734 -6.467
H -13.162 6.019 -4.463
H -13.309 4.668 -3.326
H -14.217 4.745 -4.836
H -14.314 4.128 -8.539
H -12.859 3.525 -9.148
H -13.214 5.269 -9.348
C -17.978 -0.483 -4.041
O -16.534 -0.425 -3.891
P -15.788 -0.475 -2.401
O -16.301 0.453 -1.381
O -16.004 -2.048 -1.969
C -15.623 -2.578 -0.693
O -14.208 -0.387 -2.815
C -13.685 0.890 -3.246
H -18.540 -0.809 -3.166
H -18.115 -1.213 -4.839
H -18.329 0.435 -4.512
H -14.905 -3.398 -0.708
H -16.530 -2.838 -0.147
H -15.153 -1.756 -0.153
H -14.321 1.714 -2.923
H -13.440 0.745 -4.299
H -12.780 1.105 -2.678
C -20.378 6.140 -6.407
O -21.452 5.255 -5.982
P -21.319 3.668 -6.346
O -20.998 3.480 -7.808
O -20.210 2.972 -5.358
C -20.533 2.552 -4.056
O -22.668 2.997 -5.837
C -23.886 3.113 -6.583
H -20.818 7.080 -6.739
H -19.717 5.796 -7.202
H -19.746 6.351 -5.545
H -19.610 2.662 -3.487
H -20.804 1.497 -4.010
H -21.302 3.212 -3.655
H -24.688 3.539 -5.980
H -24.194 2.086 -6.781
H -23.761 3.689 -7.499

---

Entry 4:
96
Properties=species:S:1:pos:R:3 method="wB97M-V/def2-TZVPD" e_lumo_ev=-1.17 homo_ev=-8.985
Cu 0.916 -2.024 3.567
C 0.442 -0.063 0.372
O 1.296 -0.404 -0.713
O 1.011 -0.701 1.446
C 0.282 1.541 0.367
F 1.469 2.138 0.519
F -0.365 2.003 -0.657
F -0.547 1.917 1.370
C 0.840 -0.719 -2.063
C 2.031 -0.849 -2.972
H 2.647 -1.615 -2.502
H 1.837 -0.993 -4.035
H 2.758 -0.077 -2.721
H 0.179 -0.024 -2.581
H 0.209 -1.607 -2.051
H -0.496 -0.512 0.047
C -2.301 -2.310 2.811
O -1.144 -2.558 2.630
N -3.010 -1.543 2.061
N -2.909 -2.640 3.857
H -4.011 -1.408 2.050
H -2.673 -1.008 1.273
H -3.738 -2.071 3.953
H -2.533 -3.272 4.549
C -0.093 -4.635 -3.990
O 0.139 -4.769 -5.132
N -1.059 -5.207 -3.312
N 0.722 -4.019 -3.284
H -1.791 -5.761 -3.731
H -1.080 -4.953 -2.334
H 0.717 -3.790 -2.300
H 1.441 -3.804 -3.960
C -0.533 0.080 5.148
O 0.015 -0.955 5.349
N -0.185 0.856 4.155
N -1.470 0.678 5.821
H -0.713 1.704 4.008
H 0.321 0.440 3.386
H -1.726 1.636 5.625
H -2.033 0.230 6.530
C 2.095 -4.091 -0.590
O 2.160 -5.241 -0.964
N 0.908 -3.592 -0.270
N 3.039 -3.244 -0.509
H 0.175 -4.283 -0.198
H 0.826 -2.695 0.186
H 3.949 -3.418 -0.912
H 2.881 -2.286 -0.233
C -4.006 1.894 1.508
O -4.302 0.860 0.943
N -4.377 2.149 2.721
N -3.237 2.840 0.995
H -4.749 1.353 3.219
H -4.232 3.095 3.041
H -3.272 2.666 0.001
H -2.707 3.544 1.488
C 4.723 -0.823 0.602
O 5.821 -1.356 0.288
N 4.146 -0.103 -0.255
N 4.027 -0.965 1.690
H 4.438 0.038 -1.211
H 3.143 -0.045 -0.151
H 4.227 -1.593 2.456
H 3.162 -0.451 1.782
C -3.248 -2.339 -1.844
O -3.633 -3.150 -2.621
N -2.083 -2.294 -1.331
N -4.151 -1.489 -1.368
H -1.559 -3.076 -1.697
H -2.048 -2.166 -0.329
H -3.836 -0.727 -0.785
H -5.029 -1.489 -1.868
C -0.540 6.044 -0.481
O -0.602 6.518 -1.570
N -0.330 4.760 -0.235
N -0.641 6.731 0.595
H -0.269 4.279 0.652
H -0.312 4.130 -1.024
H -0.531 7.729 0.485
H -1.286 6.408 1.302
C 3.744 4.733 3.539
O 2.778 4.883 4.206
N 3.793 3.655 2.778
N 4.607 5.593 3.474
H 4.606 3.432 2.221
H 3.159 2.870 2.832
H 5.305 5.556 2.745
H 4.670 6.333 4.159
C -1.313 -0.002 -6.473
O -2.558 0.002 -6.500
N -0.572 0.817 -5.780
N -0.563 -0.813 -7.216
H 0.413 0.613 -5.860
H -1.018 1.381 -5.070
H -1.095 -1.224 -7.970
H 0.442 -0.886 -7.150

---

Entry 5:
71
Properties=species:S:1:pos:R:3 method="wB97M-V/def2-TZVPD" charge=-1 e_lumo_ev="2.30 / 2.27" homo_ev="0.291 / -7.143" multiplicity=2
C -2.076 0.732 -4.314
O -2.558 -0.090 -5.373
H -2.769 1.529 -4.047
H -1.938 0.028 -3.493
H -1.097 1.166 -4.516
H -3.408 -0.413 -5.067
C -0.311 -0.426 -1.157
O 0.335 -0.504 0.094
H -0.212 0.534 -1.664
H 0.161 -1.183 -1.784
H -1.365 -0.684 -1.057
H 0.022 0.220 0.643
C 2.705 -1.454 2.778
O 1.785 -2.386 3.413
H 3.322 -0.949 3.522
H 3.452 -2.098 2.314
H 2.219 -0.744 2.109
H 1.132 -1.902 3.925
C 3.484 -1.538 -1.132
O 2.860 -0.325 -0.780
H 4.556 -1.540 -0.934
H 3.073 -2.256 -0.423
H 3.259 -1.837 -2.156
H 1.934 -0.438 -0.555
C -0.359 1.546 3.206
C -1.626 0.821 3.910
O -1.396 0.677 5.301
O -0.557 1.746 1.863
H 0.552 0.985 3.410
H -0.163 2.508 3.680
H -1.566 -0.218 3.587
H -2.544 1.387 3.752
H -1.788 1.471 5.671
H -0.644 2.693 1.736
C -4.583 -2.099 -3.778
C -4.899 -1.593 -2.334
O -3.872 -0.693 -1.879
O -4.919 -1.145 -4.799
H -5.142 -2.988 -4.072
H -3.578 -2.518 -3.795
H -4.956 -2.421 -1.628
H -5.887 -1.133 -2.347
H -4.380 0.003 -1.456
H -5.844 -0.898 -4.733
C 2.873 2.261 2.106
C 4.243 2.014 1.372
O 5.176 2.667 2.186
H 2.754 1.737 3.054
H 2.065 1.994 1.424
H 2.697 3.320 2.294
H 4.178 2.508 0.402
H 4.501 0.970 1.192
H 6.042 2.559 1.786
C 0.085 -4.956 1.811
C 0.119 -3.677 1.023
O -0.090 -3.894 -0.369
H -0.899 -5.420 1.875
H 0.286 -4.789 2.869
H 0.867 -5.577 1.375
H 1.074 -3.151 1.016
H -0.574 -2.900 1.347
H -0.245 -3.076 -0.848
C 1.276 3.359 -1.501
C 0.182 4.267 -0.924
O -0.597 4.832 -1.934
H 0.901 2.445 -1.960
H 2.002 3.044 -0.751
H 1.865 3.824 -2.292
H 0.524 5.165 -0.408
H -0.389 3.607 -0.271
H -1.326 5.293 -1.513

---

Entry 6:
73
Properties=species:S:1:pos:R:3 method="wB97M-V/def2-TZVPD" e_lumo_ev=0.01 homo_ev=-9.351 smiles=COC[C@H](C)N.COC[C@H](C)N.COC[C@H](C)N.OCCO.O.O.O.O
C 2.003 -2.449 1.928
O 1.088 -3.535 2.119
C 0.155 -3.246 3.111
C -0.565 -4.519 3.625
C -1.366 -5.197 2.530
N -1.440 -4.230 4.764
H 2.377 -2.291 2.947
H 1.455 -1.536 1.661
H 2.722 -2.651 1.142
H 0.587 -2.840 4.041
H -0.563 -2.507 2.717
H 0.252 -5.081 4.088
H -1.818 -6.090 2.956
H -0.780 -5.495 1.662
H -2.044 -4.405 2.200
H -2.198 -3.594 4.553
H -0.873 -3.893 5.530
C 2.144 2.731 -4.200
O 2.591 3.099 -2.930
C 2.255 2.228 -1.869
C 3.224 1.056 -1.946
C 3.064 -0.197 -1.041
N 4.634 1.531 -1.760
H 1.202 2.172 -4.155
H 2.906 2.154 -4.735
H 1.927 3.582 -4.851
H 2.275 2.747 -0.907
H 1.202 1.923 -1.931
H 3.252 0.625 -2.951
H 2.369 -0.889 -1.518
H 2.753 0.025 -0.019
H 4.026 -0.705 -1.009
H 4.641 1.968 -0.826
H 4.648 2.420 -2.282
C -3.036 -3.470 -0.412
O -3.368 -2.752 -1.590
C -2.527 -1.598 -1.686
C -2.695 -1.007 -3.079
C -1.408 -0.398 -3.611
N -3.796 -0.034 -3.121
H -3.223 -2.878 0.487
H -1.976 -3.750 -0.456
H -3.582 -4.411 -0.442
H -2.805 -0.941 -0.854
H -1.479 -1.865 -1.516
H -2.964 -1.863 -3.710
H -0.600 -1.135 -3.565
H -0.996 0.405 -2.994
H -1.476 -0.071 -4.648
H -4.660 -0.454 -2.795
H -3.928 0.191 -4.104
O 2.394 4.413 3.061
C 2.205 5.170 1.875
C 0.947 4.643 1.172
O -0.175 4.935 2.004
H 1.531 4.379 3.493
H 2.033 6.222 2.102
H 3.046 5.007 1.208
H 0.904 3.555 1.047
H 0.822 5.049 0.161
H -0.953 4.452 1.718
O 1.723 1.019 2.205
H 1.465 1.410 3.049
H 2.610 1.362 2.044
O -0.408 0.945 0.068
H -1.326 0.902 0.370
H 0.118 0.934 0.881
O -3.514 0.945 1.245
H -3.698 0.984 2.190
H -4.285 0.511 0.862
O -3.176 2.442 -1.675
H -3.494 1.755 -2.297
H -2.350 2.086 -1.330

---

Sequential molar mass output: 398.42; 593.61; 624.38; 807.19; 390.51; 401.54 g mol⁻¹
Sequential max |F| output: 0.0646; 0.0792; 0.0862; 0.2048; 0.0515; 0.0398 hartree/bohr
Sequential DFT total energy output: -69213.468; -58980.125; -89239.064; -122430.677; -37781.060; -38175.720 eV